C22H24F3N5SSiTa as an isolated structure in a non-equilibrium geometry. Source: OMol25; level of theory: ωB97M-V with the def2-TZVPD basis set.

```
57
Properties=species:S:1:pos:R:3:forces:R:3
C 0.9617 -1.6077 -0.0722 0.6 0.5 -0.1
H -3.3811 0.0146 -3.2401 0.0 0.0 0.0
C 0.5888 -3.7293 0.8457 0.0 -0.1 0.1
C -3.6498 2.9905 -1.8758 -0.1 0.1 0.0
H 0.2791 -5.5959 1.8941 0.0 0.0 0.0
C 1.4115 -0.6422 3.1199 0.0 -0.1 0.0
C 1.8369 -2.0022 3.5515 0.0 0.3 0.0
C -0.0844 -4.8982 1.1502 0.0 0.0 0.0
H -1.2048 3.7313 -4.0152 0.0 0.0 0.0
C 2.2459 -2.0264 0.6111 0.0 -0.1 -0.1
C 2.1135 -3.1257 2.8824 0.0 -0.1 0.0
Ta -0.0194 1.1109 0.2133 0.6 0.3 -0.2
Si -2.2160 2.0265 -2.5187 0.2 0.1 0.1
H 3.9399 -3.2409 0.7974 0.0 0.0 0.0
H -0.4576 6.7295 -0.3090 0.0 0.0 0.0
H 1.9782 -2.0216 4.6264 0.0 -0.1 0.0
C 0.1098 -2.8409 -0.1120 -0.1 0.1 0.0
H -2.8629 -0.1767 -1.5796 0.0 0.0 0.0
H -0.5311 2.1265 -4.3276 0.0 0.0 0.0
N 0.8437 -0.1298 2.0850 0.1 0.3 -0.4
H -1.1945 4.9162 -1.8511 0.0 0.0 0.0
H -1.4232 -2.4173 -1.5688 0.0 0.0 0.0
H -4.5312 2.7030 -2.4575 0.0 0.0 0.0
H 2.0932 4.0953 2.9456 0.0 0.0 0.0
C 3.0369 -4.1660 -0.8469 0.0 0.2 0.2
F 2.2614 -3.6326 -1.7594 0.0 0.0 -0.1
C -0.5744 3.3975 -0.4732 -0.1 -0.6 -0.1
C -0.3322 5.6925 -0.0211 0.0 0.0 0.0
N 0.4121 -0.6398 0.9103 -1.4 -0.9 0.3
C -1.7223 -4.2833 -0.5281 0.0 -0.1 0.0
H -3.8827 2.7850 -0.8291 0.0 0.0 0.0
F 2.6501 -5.3683 -0.5276 0.0 -0.1 0.0
C 0.2413 5.3998 1.2141 0.0 0.0 0.1
H 1.5956 0.1110 3.8798 0.0 0.0 0.0
H 2.4345 -4.0064 3.4269 -0.1 0.0 0.0
C 1.0792 3.6971 2.8870 0.0 0.0 0.0
H 0.5140 4.1128 3.7223 0.0 0.0 0.0
N 3.0002 -3.2985 0.4011 0.0 0.0 0.0
H -2.6287 -4.5292 -1.0651 0.0 0.0 0.0
C -1.4399 2.6661 -4.0548 0.0 0.1 -0.2
H 1.1174 2.6152 2.9994 0.0 0.0 0.0
H -2.1467 2.5379 -4.8810 0.0 0.0 0.0
F 4.2898 -4.1501 -1.2320 0.0 0.0 0.0
C -1.2521 -5.1649 0.4427 0.0 0.0 0.0
N 0.0401 3.1084 0.7436 0.3 0.2 -0.1
N -0.9169 2.1816 -1.1498 -0.4 -0.1 0.7
S 1.0125 -0.3474 -1.4195 0.1 0.1 0.0
H -1.6912 -0.3550 -2.9172 0.0 0.0 0.0
H -3.5317 4.0680 -1.9984 0.0 0.0 0.0
H 0.5371 6.2004 1.8787 0.0 0.0 0.0
C 1.8589 -3.1909 1.4296 0.1 0.0 0.0
C -2.5517 0.2107 -2.5553 0.1 -0.2 0.1
C 0.4461 4.0920 1.5976 0.0 -0.1 -0.3
C -1.0505 -3.0970 -0.8127 0.1 0.0 0.0
H -1.7998 -6.0755 0.6445 0.0 0.0 0.0
C -0.7502 4.6918 -0.8930 0.0 0.0 0.1
H 2.8975 -1.2524 0.9914 0.0 0.0 0.0
```
Positions in Å, forces in eV/Å.

As for the spin multiplicity: 1. For the HOMO-LUMO gap, the calculation gives 6.50 eV. As for the total energy: -59043.146 eV. Its net charge is +3. For the LUMO energy, the calculation gives -11.37 eV.

Löwdin population analysis, charges in e, atoms 1 to 6: number 1, C, carries -0.665; number 2, H, carries 0.063; number 3, C, carries -0.119; number 4, C, carries -0.149; number 5, H, carries 0.140; number 6, C, carries -0.044